(1)
C23H16Cl4O5PRhS3Te | ωB97M-V/def2-TZVPD

The calculation puts the orbital gap at 5.04 eV. The LUMO energy is 3.891 eV. For the total energy, the calculation gives -5017.60425 Ha. Its net charge is -2. Its maximum force is 0.05437 hartree/bohr. Its multiplicity is 1.

CARTESIAN COORDINATES (ANGSTROEM)
Rh  0.2481  -0.4558  0.6232
Cl  4.2440  3.3702  -3.5125
C  3.6357  2.0160  -2.6354
C  4.4817  0.9479  -2.3551
Cl  6.1300  1.0040  -2.8541
C  4.0013  -0.1508  -1.6613
Cl  5.0455  -1.4857  -1.3340
C  2.6851  -0.2079  -1.1729
O  2.2682  -1.1412  -0.4240
C  1.7588  0.8635  -1.5727
O  0.5205  0.7180  -1.3459
C  2.3059  1.9727  -2.2433
Cl  1.2578  3.2940  -2.5969
Te  0.0262  -2.6756  -0.7784
C  -1.4940  -4.1517  -0.5230
C  -2.7617  -4.1883  -1.0285
C  -3.5145  -5.3139  -0.6370
C  -2.8209  -6.1508  0.1771
S  -1.2243  -5.5581  0.4624
H  -3.1431  -3.4001  -1.6545
H  -4.5364  -5.4771  -0.9379
H  -3.1362  -7.0716  0.6306
C  -2.3150  0.1614  3.2688
P  -1.8807  0.2263  1.4757
C  -2.6563  1.7547  0.8654
C  -3.6125  2.4878  1.5564
C  -4.1766  3.6118  0.9768
C  -3.8040  4.0027  -0.3000
C  -2.8404  3.2809  -0.9876
C  -2.2660  2.1674  -0.4041
C  -3.2570  -0.9357  1.0398
C  -4.3988  -0.6044  0.3222
C  -5.4420  -1.5074  0.2092
C  -5.3561  -2.7511  0.8097
C  -4.2036  -3.1079  1.4913
C  -3.1575  -2.2143  1.5845
H  -3.3973  0.1138  3.3915
H  -1.9016  1.0380  3.7548
H  -1.8569  -0.7268  3.7021
H  -3.9148  2.1927  2.5500
H  -4.9102  4.1899  1.5289
H  -4.2495  4.8831  -0.7517
H  -2.5317  3.5929  -1.9769
H  -1.4798  1.6220  -0.9082
H  -4.4803  0.3718  -0.1347
H  -6.3419  -1.2381  -0.3306
H  -6.1845  -3.4431  0.7455
H  -4.1248  -4.0825  1.9520
H  -2.2432  -2.4900  2.0943
O  -0.3900  1.8301  2.2398
S  1.0096  1.3821  2.4513
O  1.6195  2.1000  3.5515
O  1.7930  1.4082  1.2223
S  0.8948  -0.5951  3.0105

Atomic partial charges in e from the Mulliken method, atoms 1 to 6:
1. Rh -0.47
2. Cl -0.27
3. C 0.07
4. C 0.40
5. Cl -0.27
6. C 0.01

---

(2)
C23H16Cl5F4N3S2Tm | ωB97M-V/def2-TZVPD

The calculation puts the orbital gap (alpha / beta) at 5.09 / 5.09 eV. The LUMO energy (alpha / beta) is 2.447 / 2.447 eV. For the total energy, the calculation gives -5631.66764 Ha. Its net charge is -1. Its maximum force is 0.31369 hartree/bohr. Its multiplicity is 3.

CARTESIAN COORDINATES (ANGSTROEM)
Tm  0.0406  0.3685  0.0713
C  -0.8290  0.7802  -3.2755
N  -0.0350  0.5432  -2.0777
C  0.7547  1.7162  -1.7269
C  0.8027  -0.6618  -2.2480
C  1.5759  -1.1162  -0.9906
N  0.6488  -1.5032  0.0796
C  1.2071  -1.4407  1.3197
C  0.8571  -0.4560  2.2859
F  -0.0324  0.5353  2.0455
C  1.4375  -0.4561  3.5616
F  1.0955  0.4876  4.4537
C  2.3659  -1.4152  3.9369
C  2.7145  -2.3888  3.0172
F  3.6068  -3.3264  3.3749
C  2.1498  -2.4086  1.7388
F  2.5276  -3.3971  0.9079
H  -0.2055  0.9674  -4.1571
H  -1.4939  1.6400  -3.1359
H  -1.4768  -0.0782  -3.4872
H  1.5296  1.9285  -2.4726
H  1.2311  1.6065  -0.7482
H  0.1132  2.6016  -1.6469
H  1.5256  -0.5004  -3.0592
H  0.1609  -1.4962  -2.5631
H  2.2837  -0.3303  -0.6966
H  2.1971  -1.9729  -1.2868
H  2.8031  -1.4043  4.9255
S  -2.1859  1.8705  0.0713
C  -2.6545  0.1770  0.0713
N  -1.8413  -0.8830  0.0713
C  -2.5668  -2.0576  0.0713
C  -2.0238  -3.3601  0.0713
C  -2.8710  -4.4731  0.0713
C  -4.2516  -4.3033  0.0713
C  -4.8148  -3.0228  0.0713
C  -3.9517  -1.9120  0.0713
S  -4.3420  -0.2393  0.0713
H  -0.9451  -3.4751  0.0713
H  -2.4428  -5.4714  0.0713
H  -4.9031  -5.1734  0.0713
H  -5.8907  -2.8843  0.0713
Cl  2.9561  1.6091  -1.0482
C  2.0215  2.9262  -0.4411
C  0.7685  2.6088  0.0713
C  -0.0586  3.6021  0.5836
Cl  -1.5889  3.0860  1.1908
C  0.3624  4.9379  0.5895
Cl  -0.6821  6.1687  1.2331
C  1.6319  5.2657  0.0713
Cl  2.1701  6.9221  0.0713
C  2.4661  4.2543  -0.4469
Cl  4.0346  4.6360  -1.0905
H  2.0457  0.3685  0.0713

Atomic partial charges in e from the Mulliken method, atoms 1 to 6:
1. Tm -0.71
2. C -1.14
3. N 1.28
4. C -0.87
5. C -0.90
6. C -0.29

---

(3)
C23H17Br2IrN7O4 | ωB97M-V/def2-TZVPD

The calculation puts the orbital gap (alpha / beta) at 7.24 / 7.24 eV. The LUMO energy (alpha / beta) is -3.856 / -3.855 eV. For the total energy, the calculation gives -6823.10006 Ha. Its net charge is +1. Its maximum force is 0.11137 hartree/bohr. Its multiplicity is 1.

CARTESIAN COORDINATES (ANGSTROEM)
Ir  0.4172  0.0571  -0.4098
N  2.3340  -0.0783  3.5504
C  1.0812  -0.0145  4.0896
C  0.2154  0.1055  3.0376
N  0.9234  0.1193  1.8848
C  2.2043  0.0032  2.2054
C  3.1835  -0.0289  1.1592
N  2.7825  -0.0904  -0.1030
C  3.8931  -0.0869  -0.8712
C  4.9964  -0.0206  -0.0656
N  4.5358  0.0117  1.2173
H  3.1810  -0.1741  4.0872
H  0.9075  -0.0582  5.1460
H  -0.8537  0.1686  3.0201
H  3.8291  -0.1279  -1.9377
H  6.0379  0.0039  -0.3049
H  5.1117  0.0584  2.0417
O  0.8648  1.8049  -4.2831
C  0.8356  1.5048  -3.1104
O  0.9447  0.3744  -2.5757
C  0.6913  2.6807  -2.0946
C  0.6230  3.9918  -2.5418
C  0.5218  4.9976  -1.5934
C  0.5026  4.6502  -0.2508
C  0.5766  3.3129  0.0994
N  0.6678  2.3546  -0.8124
H  0.6578  4.1966  -3.6005
H  0.4720  6.0343  -1.8893
H  0.4332  5.4024  0.5183
H  0.5581  3.0070  1.1375
Br  -7.2572  0.8654  -2.0944
C  -6.0185  0.2270  -0.8188
C  -6.4717  -0.4172  0.3311
N  -5.6319  -0.8684  1.2351
C  -4.3346  -0.7230  1.0833
C  -3.7887  -0.0897  -0.0321
C  -4.6537  0.3872  -1.0093
C  -2.3085  0.0432  -0.1799
O  -1.8091  0.6229  -1.1630
O  -1.5780  -0.4449  0.7206
H  -7.5246  -0.5715  0.5270
H  -3.7047  -1.1150  1.8693
H  -4.2475  0.8712  -1.8852
Br  -0.2629  -5.2200  2.1904
C  0.2112  -4.3403  0.5789
C  0.6988  -5.0540  -0.5071
C  1.0480  -4.3483  -1.6464
C  0.9036  -2.9675  -1.6538
N  0.4339  -2.3009  -0.6061
C  0.0853  -2.9617  0.4890
H  0.8028  -6.1265  -0.4520
H  1.4299  -4.8635  -2.5134
H  1.1662  -2.3789  -2.5204
H  -0.3186  -2.3836  1.3084

Atomic partial charges in e from the Mulliken method, atoms 1 to 6:
1. Ir 3.79
2. N -0.07
3. C -0.78
4. C -0.64
5. N -0.13
6. C 0.02

---

(4)
C23H17Cl3N2O5S3V | ωB97M-V/def2-TZVPD

The calculation puts the orbital gap at 5.96 eV. The LUMO energy is -5.115 eV. For the total energy, the calculation gives -4891.35985 Ha. Its net charge is +1. Its maximum force is 0.04812 hartree/bohr. Its multiplicity is 1.

CARTESIAN COORDINATES (ANGSTROEM)
V  9.4199  11.4413  10.6715
N  10.4681  11.2686  12.4024
C  11.6195  12.2132  12.3611
C  11.1166  13.5420  11.6988
O  11.7720  14.6020  11.7719
N  9.9303  13.3296  11.0812
C  9.2232  14.3535  10.3781
C  8.3238  13.6108  9.3865
O  7.7995  14.1421  8.4241
O  8.1254  12.3283  9.7770
H  9.7745  11.3667  13.1553
H  10.7153  10.2771  12.4554
H  12.3963  11.8050  11.7148
H  12.0494  12.4260  13.3369
H  9.9826  14.9621  9.8672
H  8.5971  14.9466  11.0083
Cl  5.1504  5.2698  10.5564
C  6.0672  6.7002  10.6835
C  5.7327  7.6098  11.6637
C  6.4494  8.7551  11.8031
Cl  6.0615  9.9678  12.9830
C  7.6269  8.9784  11.0426
O  8.4375  10.0403  11.2069
C  7.9501  8.0457  10.0327
Cl  9.3802  8.4247  9.1281
C  7.1481  6.9253  9.8620
H  4.8804  7.3173  12.2950
H  7.3547  6.2761  9.0813
O  10.6349  11.0743  9.7699
C  13.0538  12.2361  7.8215
C  13.8540  11.7131  8.8509
C  13.6451  10.5056  9.5333
C  14.5989  10.3164  10.5470
C  15.5175  11.3613  10.5929
S  15.2314  12.6106  9.4589
C  12.3601  11.3324  6.9588
C  11.0378  11.4521  6.5322
C  10.5845  10.3067  5.9007
C  11.5837  9.3569  5.8085
S  13.0196  9.7935  6.5994
C  12.8465  13.6297  7.5195
C  12.5502  14.1617  6.2592
C  12.3295  15.5347  6.3548
C  12.4257  16.0392  7.6221
S  12.8093  14.8046  8.7680
H  12.8108  9.9108  9.3179
H  14.6836  9.4331  11.1913
H  16.2821  11.5249  11.3387
H  10.4087  12.3112  6.8217
H  9.5979  10.2030  5.5228
H  11.5163  8.4347  5.2435
H  12.4170  13.5596  5.3728
H  11.9449  16.1063  5.4919
H  12.3095  17.0545  7.9098

Atomic partial charges in e from the Mulliken method, atoms 1 to 6:
1. V 0.78
2. N -0.52
3. C 0.22
4. C 0.43
5. O -0.68
6. N 0.05